Record 1
The following is a DFT calculation (ωB97M-V with the def2-TZVPD basis set) of a 7-piece molecular cluster, C62H47F23N2 overall.

```
! wB97M-V def2-TZVPD RIJCOSX def2/J DEFGRID3
* xyz 0 1
F 4.02551 -1.30843 -0.06527
C 3.47378 -0.28861 0.60562
F 4.33198 0.13074 1.54121
F 2.35511 -0.72262 1.20961
C 3.09808 0.87474 -0.36471
F 2.91884 1.98429 0.38155
F 1.93407 0.55283 -0.97133
C 4.18379 1.14680 -1.44107
F 4.20255 0.14485 -2.33427
F 5.37567 1.16453 -0.78235
C 4.11405 2.52150 -2.19758
F 4.45980 3.48131 -1.32578
F 5.04241 2.45644 -3.17694
C 2.74010 2.85217 -2.84204
F 2.32668 1.71697 -3.46226
F 1.85296 3.15830 -1.87408
C 2.67305 3.96676 -3.93502
F 3.41319 3.55870 -4.98550
F 1.37652 4.01263 -4.32187
C 3.12841 5.41573 -3.59130
F 2.89944 6.13500 -4.71810
F 4.45882 5.38258 -3.36435
C 2.42248 6.15573 -2.42203
F 2.86432 5.59720 -1.26392
F 2.93634 7.42299 -2.45535
C 0.91569 6.18593 -2.49257
C 0.23981 7.21602 -1.58012
C 0.09989 6.72719 -0.15818
C 1.10122 6.91043 0.76792
C 0.98763 6.42356 2.08830
C -0.13739 5.74466 2.47998
C -1.18415 5.52932 1.55959
N -2.28229 4.82348 1.95534
C -3.18606 4.61044 1.04599
C -3.07985 5.08324 -0.30256
C -4.16576 4.78008 -1.29777
C -4.65746 3.31004 -1.27035
C -4.68893 2.69611 -2.64778
C -5.85909 2.70313 -3.39652
C -5.90216 2.13449 -4.66043
C -4.76411 1.54312 -5.19469
C -3.58673 1.53199 -4.45432
C -3.55153 2.10456 -3.19186
N -2.05087 5.79007 -0.68539
C -1.07324 6.02699 0.23722
H 0.53010 5.19920 -2.23742
H 0.63203 6.36618 -3.53046
H 0.72910 8.18842 -1.59604
H -0.76055 7.35449 -1.98790
H 2.00316 7.43958 0.48383
H 1.79023 6.57174 2.79849
H -0.23908 5.35772 3.48546
H -4.06401 4.04080 1.33679
H -5.00317 5.44927 -1.07441
H -3.80718 5.04345 -2.29137
H -3.98345 2.71452 -0.64999
H -5.64960 3.24713 -0.82234
H -6.75774 3.14278 -2.97845
H -6.81648 2.13911 -5.24026
H -4.79558 1.08841 -6.17588
H -2.70415 1.06274 -4.86958
H -2.62874 2.08579 -2.62160
F 9.21248 -5.98460 -0.89001
C 8.50030 -4.86124 -0.66957
C 9.04327 -3.64665 -1.03993
C 8.30472 -2.49370 -0.81490
C 7.05103 -2.57115 -0.22410
C 6.53174 -3.80412 0.14172
C 7.25470 -4.96670 -0.08375
H 10.02354 -3.61360 -1.49556
H 8.70983 -1.53349 -1.10511
H 6.48099 -1.67092 -0.04809
H 5.55426 -3.86322 0.60339
H 6.86584 -5.93955 0.18596
F 2.01158 -9.12124 0.70929
C 2.13956 -7.78820 0.89792
C 1.77430 -7.25933 2.11951
C 1.91779 -5.89416 2.31912
C 2.41616 -5.08730 1.30505
C 2.76962 -5.64838 0.08533
C 2.63486 -7.01265 -0.12912
H 1.38801 -7.90884 2.89322
H 1.64118 -5.46150 3.27122
H 2.52654 -4.02258 1.46520
H 3.15583 -5.02105 -0.70759
H 2.91069 -7.47178 -1.06802
F -5.94675 -0.06066 -2.06844
C -6.54780 -0.21167 -0.87454
C -7.92601 -0.24298 -0.80256
C -8.51742 -0.37237 0.44734
C -7.73448 -0.46122 1.59144
C -6.34962 -0.42708 1.48828
C -5.74708 -0.30385 0.24586
H -8.51491 -0.16243 -1.70634
H -9.59619 -0.40078 0.52587
H -8.20262 -0.55586 2.56269
H -5.73599 -0.49135 2.37437
H -4.67098 -0.27274 0.13957
F 3.89224 -9.47555 -2.15236
C 4.84493 -10.22854 -1.55646
C 4.66581 -10.62243 -0.24550
C 5.65014 -11.40772 0.33980
C 6.78275 -11.77368 -0.37444
C 6.93550 -11.35563 -1.68887
C 5.95883 -10.57732 -2.29280
H 3.78247 -10.32551 0.30106
H 5.52880 -11.73367 1.36433
H 7.54490 -12.38274 0.09261
H 7.81758 -11.63524 -2.24913
H 6.05147 -10.24500 -3.31784
F -3.60809 1.38804 1.62818
C -2.42911 0.87558 2.04984
C -2.35439 0.32839 3.31338
C -1.13812 -0.19025 3.73441
C -0.02990 -0.15025 2.89884
C -0.13585 0.40854 1.63253
C -1.34643 0.92704 1.19614
H -3.23081 0.31237 3.94766
H -1.05805 -0.62736 4.72058
H 0.91557 -0.55441 3.23461
H 0.72673 0.44350 0.97996
H -1.45520 1.36593 0.21296
F -5.47347 -0.44184 4.58206
C -6.23656 0.53371 5.12449
C -5.92631 1.84970 4.84954
C -6.71497 2.84475 5.40832
C -7.78715 2.51411 6.22583
C -8.07530 1.18118 6.48482
C -7.29772 0.17488 5.92986
H -5.08486 2.08280 4.21033
H -6.48971 3.88235 5.20195
H -8.39746 3.29441 6.65974
H -8.90902 0.92019 7.12263
H -7.50571 -0.87074 6.11274
*
```

- SMILES = FC(F)(F)C(F)(F)C(F)(F)C(F)(F)C(F)(F)C(F)(F)C(F)(F)C(F)(F)CCc1cccc2ncc(CCc3ccccc3)nc12.Fc1ccccc1.Fc1ccccc1.Fc1ccccc1.Fc1ccccc1.Fc1ccccc1.Fc1ccccc1
- gap between HOMO and LUMO (Ha) = 0.323
- total energy (a.u.) = -4797.2605

Atomic partial charges in e from the Löwdin method, atoms 1 to 4: atom 1 (F): 0.1730, atom 2 (C): -0.5119, atom 3 (F): 0.1877, atom 4 (F): 0.1481



Record 2
The following is a DFT calculation (ωB97M-V with the def2-TZVPD basis set) of C17H31Cl3O2OsP2 as an isolated structure.

```
! wB97M-V def2-TZVPD RIJCOSX def2/J DEFGRID3
* xyz 2 5
P 1.04618 -0.55330 -2.33112
P 0.44839 -2.16074 0.92012
C 1.91066 -2.11579 -1.65574
C 1.06160 -2.99924 -0.73765
H 2.87081 -1.78888 -1.18993
H 2.14705 -2.70305 -2.56874
H 0.16635 -3.43689 -1.23901
H 1.70556 -3.83422 -0.37999
C 2.00465 -2.53791 1.86367
H 1.84829 -2.17497 2.90039
H 2.90412 -2.04197 1.42519
H 2.15367 -3.62199 1.85751
C -0.62089 -3.55348 1.33925
H 0.01375 -4.40970 1.52926
H -1.31250 -3.75368 0.53337
H -1.14112 -3.24823 2.24458
C 2.56726 -0.10753 -3.29419
H 2.35741 0.82407 -3.85152
H 2.77229 -0.92460 -3.98357
H 3.40688 0.02889 -2.59994
C 0.01619 -1.40504 -3.57637
H -0.72224 -2.08798 -3.12337
H 0.67966 -1.96868 -4.22307
H -0.50365 -0.63540 -4.16445
Os -0.91128 2.53292 0.46198
C -1.08986 -0.76133 1.72534
C -0.21012 0.44761 1.74777
C 1.21282 0.60070 1.04956
C 1.43529 1.38715 -0.24352
C 0.18977 1.58442 -1.14474
C -1.11312 0.94535 -1.09632
C -1.42682 -0.46570 -0.73254
C -2.17898 -0.80817 0.63536
C -2.06171 3.78422 -0.36868
H -1.49697 -0.93377 2.74457
H -0.05883 0.86119 2.79398
H 1.69959 -0.38817 0.88755
H 1.89669 1.02878 1.83478
H 1.94431 2.36413 -0.00349
H 2.25460 0.90552 -0.84900
H 0.38001 2.20941 -2.05931
H -1.66772 1.25564 -1.99289
H -0.48275 -1.05468 -0.62286
H -1.91596 -0.97953 -1.58168
H -3.06108 -0.12620 0.66576
H -2.63866 -1.79869 0.62095
H -3.09294 3.38486 -0.33732
H -1.79552 3.88941 -1.43401
H -2.04186 4.77308 0.11849
Cl -0.59320 3.86092 4.73045
C -1.28299 4.19668 3.22144
Cl -1.82690 5.81607 2.99073
Cl 0.32519 3.98215 1.80067
C -2.47117 3.17246 2.99497
O -3.41389 3.22208 3.75774
O -2.28629 2.32178 1.98957
*
```

- ⟨S²⟩ = 6.0331
- gap between HOMO and LUMO (alpha / beta) (Ha) = 0.255 / 0.198
- energy above the lowest of the compared OMol25 structures with the same formula, charge and spin (kJ/mol) = 400.03
- total energy (a.u.) = -2969.8723

Atomic partial charges in e from the natural (NBO) method, atoms 1 to 4: atom 1 (P): 0.8791, atom 2 (P): 1.2408, atom 3 (C): -0.7220, atom 4 (C): -0.6276



Record 3
The following is a DFT calculation (ωB97M-V with the def2-TZVPD basis set) of C4H5N3O3 as an isolated structure.

```
! wB97M-V def2-TZVPD RIJCOSX def2/J DEFGRID3
* xyz 0 1
C -0.51967 0.95229 -1.88477
C 0.33908 -0.15941 -1.49692
C -0.11414 -0.02865 0.35433
C 0.04779 -0.46655 2.70296
N -1.16187 1.55381 -0.92868
N -0.82319 1.05639 0.29753
N 0.94104 -1.00106 -2.34472
O 0.98389 -0.69408 -3.51983
O 1.44712 -2.02731 -1.87091
O 0.32000 -0.76314 1.25721
H -0.60017 1.29375 -2.90176
H 0.68415 -1.26471 3.24140
H -0.94597 -0.43799 3.10476
H 0.77576 0.42603 2.90173
H -1.37382 1.56061 1.08768
*
```

- gap between HOMO and LUMO (Ha) = 0.312
- energy above the lowest of the compared OMol25 structures with the same formula, charge and spin (kJ/mol) = 827.22
- total energy (a.u.) = -545.1474

Atomic partial charges in e from the natural (NBO) method, atoms 1 to 4: atom 1 (C): 0.0181, atom 2 (C): -0.0723, atom 3 (C): 0.6286, atom 4 (C): -0.3132



Record 4
The following is a DFT calculation (ωB97M-V with the def2-TZVPD basis set) of a 7-piece molecular cluster, C5H23NO8 overall.

```
! wB97M-V def2-TZVPD RIJCOSX def2/J DEFGRID3
* xyz 0 1
C -0.92171 -0.28837 1.29671
C -0.75558 -0.31335 -0.27093
C 0.13701 0.89428 -0.60563
O 1.32555 0.74418 0.17870
N -2.10878 -0.49605 -0.87098
C -2.77489 -1.72336 -0.50443
C -2.17044 -0.05935 -2.18141
O -2.80490 -0.70673 -2.99410
H -0.12540 -0.95632 1.64292
H -1.83899 -0.64955 1.75702
H -0.81297 0.69099 1.76238
H -0.18442 -1.18088 -0.61469
H 0.55393 0.75223 -1.61064
H -0.26160 1.88577 -0.45916
H 1.24904 0.46214 1.10013
H -3.84054 -1.61739 -0.34668
H -2.30660 -2.13052 0.39442
H -2.46945 -2.51082 -1.20450
H -1.75973 0.92080 -2.42817
O -2.21498 2.62989 0.24081
H -3.01647 2.37955 -0.19197
H -2.24628 2.00116 0.97166
O 0.30668 3.56211 1.76293
H -0.29407 4.10789 1.23724
H 0.71666 3.03625 1.06737
O 0.89737 -1.05122 -3.59698
H 0.59715 -1.78798 -4.12241
H 1.58399 -1.54316 -3.12896
O 2.44397 -2.34801 1.90456
H 2.14475 -2.91213 2.61053
H 3.31125 -2.64948 1.62877
O 3.21543 -1.82042 -1.25046
H 2.85085 -0.95812 -1.40663
H 3.08871 -2.10352 -0.33207
O 2.95500 1.62706 3.10229
H 2.70271 2.55845 3.30807
H 2.82775 1.55398 2.15425
*
```

- SMILES = C[C@H](CO)N(C)C=O.O.O.O.O.O.O
- gap between HOMO and LUMO (Ha) = 0.355
- energy above the lowest of the compared OMol25 structures with the same formula, charge and spin (kJ/mol) = 285.88
- total energy (a.u.) = -860.9290

Atomic partial charges in e from the natural (NBO) method, atoms 1 to 4: atom 1 (C): -0.6686, atom 2 (C): -0.0569, atom 3 (C): -0.0884, atom 4 (O): -0.7735